# 1
{
  "formula": "C26H51N4O37S9",
  "method": "the ωB97M-V functional and the def2-TZVPD basis",
  "symbols": ["C", "C", "C", "N", "N", "C", "O", "C", "C", "C", "N", "C", "N", "H", "H", "H", "H", "H", "H", "H", "H", "H", "H", "H", "H", "H", "H", "H", "C", "C", "O", "S", "O", "O", "O", "H", "H", "H", "H", "C", "C", "O", "S", "O", "O", "O", "H", "H", "H", "H", "C", "C", "O", "S", "O", "O", "O", "H", "H", "H", "H", "C", "C", "O", "S", "O", "O", "O", "H", "H", "H", "H", "C", "C", "O", "S", "O", "O", "O", "H", "H", "H", "H", "C", "C", "O", "S", "O", "O", "O", "H", "H", "H", "H", "C", "C", "O", "S", "O", "O", "O", "H", "H", "H", "H", "C", "C", "O", "S", "O", "O", "O", "H", "H", "H", "H", "C", "C", "O", "S", "O", "O", "O", "H", "H", "H", "H"],
  "xyz": [[-0.318, -1.215, 4.779], [-0.374, -2.479, 5.176], [0.579, -2.955, 6.222], [1.616, -3.883, 5.702], [2.922, -3.644, 5.933], [3.617, -4.597, 5.296], [4.928, -4.557, 5.329], [5.582, -4.484, 4.014], [4.927, -3.477, 3.097], [4.605, -2.131, 3.753], [2.811, -5.435, 4.680], [1.569, -4.972, 4.934], [0.426, -5.543, 4.459], [0.558, -0.598, 4.924], [-1.167, -0.778, 4.275], [-1.061, -3.173, 4.716], [1.138, -2.075, 6.528], [0.072, -3.395, 7.074], [3.259, -2.859, 6.471], [6.613, -4.248, 4.237], [5.543, -5.469, 3.556], [5.634, -3.315, 2.283], [4.043, -3.888, 2.617], [4.461, -2.249, 4.820], [5.309, -1.337, 3.536], [3.637, -1.810, 3.374], [0.192, -6.464, 4.774], [-0.119, -5.135, 3.725], [0.560, -0.353, -0.533], [-0.527, -0.177, 0.502], [0.207, 0.020, 1.731], [1.561, 0.801, 1.435], [1.397, 2.182, 1.710], [2.623, 0.068, 2.035], [1.579, 0.594, -0.141], [0.991, -1.354, -0.507], [0.214, -0.123, -1.537], [-1.169, -1.046, 0.593], [-1.131, 0.706, 0.313], [-4.245, 2.819, -2.065], [-2.850, 3.103, -2.576], [-2.106, 1.914, -2.214], [-3.056, 0.646, -2.318], [-2.856, 0.017, -3.573], [-2.932, -0.088, -1.107], [-4.442, 1.417, -2.351], [-4.324, 2.969, -0.987], [-5.005, 3.402, -2.576], [-2.392, 3.972, -2.118], [-2.830, 3.207, -3.656], [-0.175, -0.984, -5.295], [-0.407, -1.132, -6.783], [0.637, -0.333, -7.369], [1.947, -0.398, -6.463], [2.850, -1.360, -6.975], [2.368, 0.934, -6.205], [1.257, -0.999, -5.156], [-0.552, -0.031, -4.922], [-0.606, -1.796, -4.716], [-1.375, -0.756, -7.100], [-0.287, -2.165, -7.113], [-0.399, 2.959, 6.997], [-1.638, 3.087, 7.860], [-2.725, 2.970, 6.926], [-2.325, 1.975, 5.749], [-2.833, 0.677, 6.023], [-2.575, 2.613, 4.511], [-0.751, 1.951, 6.033], [-0.177, 3.886, 6.466], [0.476, 2.636, 7.554], [-1.704, 4.042, 8.370], [-1.711, 2.274, 8.586], [-6.478, -2.414, -1.812], [-7.406, -3.276, -2.643], [-7.403, -2.642, -3.930], [-5.969, -2.001, -4.221], [-5.199, -2.896, -5.005], [-6.157, -0.651, -4.606], [-5.422, -2.062, -2.717], [-6.968, -1.499, -1.474], [-6.060, -2.944, -0.961], [-8.421, -3.303, -2.257], [-7.024, -4.293, -2.752], [4.598, -5.130, -1.358], [4.506, -3.797, -2.071], [3.107, -3.670, -2.373], [2.236, -4.345, -1.227], [1.801, -3.349, -0.310], [1.305, -5.227, -1.824], [3.416, -5.171, -0.537], [4.567, -5.968, -2.055], [5.478, -5.211, -0.726], [5.076, -3.766, -2.994], [4.801, -2.968, -1.425], [-4.780, 5.034, -7.010], [-5.902, 5.331, -6.036], [-5.222, 5.511, -4.779], [-3.794, 6.187, -5.039], [-3.872, 7.581, -4.817], [-2.825, 5.399, -4.352], [-3.716, 5.903, -6.594], [-4.438, 4.001, -6.931], [-5.039, 5.255, -8.041], [-6.614, 4.516, -5.948], [-6.424, 6.256, -6.285], [5.434, 0.662, 7.458], [5.131, 1.873, 6.600], [3.889, 1.531, 5.956], [2.998, 0.656, 6.934], [2.053, 1.481, 7.590], [2.580, -0.508, 6.227], [4.145, 0.261, 7.964], [5.846, -0.158, 6.868], [6.094, 0.884, 8.291], [5.889, 2.060, 5.846], [4.978, 2.770, 7.201], [1.280, 4.196, -7.135], [0.547, 4.975, -6.063], [0.137, 6.180, -6.727], [-0.195, 5.869, -8.259], [-1.592, 5.682, -8.410], [0.511, 6.794, -9.066], [0.508, 4.438, -8.324], [2.290, 4.576, -7.292], [1.319, 3.129, -6.941], [1.177, 5.230, -5.216], [-0.345, 4.450, -5.713]],
  "e_homo_ev": -12.0,
  "charge": 1,
  "fmax_ev_per_a": 0.93,
  "total_energy_ha": -7607.45440,
  "orbital_gap_ev": 9.909
}


# 2
{
  "formula": "C6H7ClO4S2",
  "method": "the ωB97M-V functional and the def2-TZVPD basis",
  "symbols": ["C", "C", "C", "C", "C", "C", "O", "O", "O", "O", "S", "S", "Cl", "H", "H", "H", "H", "H", "H", "H"],
  "xyz": [[-1.642, -1.320, 0.332], [-1.827, -0.169, 1.145], [-1.077, 0.501, -1.005], [-1.190, -0.945, -0.893], [-1.293, 0.913, 0.485], [1.435, -0.406, 0.581], [0.600, 1.025, 2.525], [0.958, 2.271, 0.473], [3.813, -0.372, -0.458], [2.121, 1.122, -1.470], [0.758, 1.001, 1.090], [2.461, -0.137, -0.793], [2.049, -1.714, -2.149], [-1.876, -2.339, 0.771], [-2.338, -0.258, 2.227], [-0.298, 0.830, -1.637], [-1.959, 0.880, -1.380], [-0.825, -1.646, -1.633], [-1.623, 1.950, 0.568], [1.753, -1.189, 1.219]],
  "e_homo_ev": -10.1,
  "fmax_ev_per_a": 3.14,
  "total_energy_ha": -1790.17688,
  "orbital_gap_ev": 8.234
}


# 3
{
  "formula": "C5H8N4O",
  "method": "the ωB97M-V functional and the def2-TZVPD basis",
  "symbols": ["C", "C", "C", "C", "C", "N", "N", "N", "N", "O", "H", "H", "H", "H", "H", "H", "H", "H"],
  "xyz": [[-1.564, 1.806, 0.104], [-2.874, 1.556, 0.395], [-0.550, 0.733, -0.002], [-4.097, -0.587, -0.178], [1.063, -1.842, -0.007], [-3.539, 0.371, 0.232], [-0.948, -0.455, 0.377], [0.537, 1.208, -0.644], [-0.310, -1.600, 0.175], [-4.568, -1.609, -0.522], [-1.155, 2.782, 0.210], [-3.465, 2.460, 0.332], [1.415, -1.612, -0.958], [1.683, -1.238, 0.743], [1.303, -2.892, 0.219], [0.357, 2.167, -0.944], [1.299, 0.700, -0.996], [-0.698, -2.211, 0.908]],
  "e_homo_ev": [-4.7, -8.2],
  "multiplicity": 3,
  "fmax_ev_per_a": 6.74,
  "total_energy_ha": -489.39861,
  "s2": 2.012,
  "orbital_gap_ev": [5.216, 6.586],
  "de_lowest_ev": 0.0000
}


# 4
{
  "formula": "C5H11O2",
  "method": "the ωB97M-V functional and the def2-TZVPD basis",
  "symbols": ["C", "C", "H", "H", "H", "H", "H", "H", "C", "C", "C", "O", "O", "H", "H", "H", "H", "H"],
  "xyz": [[2.617, -1.073, 0.770], [1.815, -0.667, -0.491], [2.681, -2.209, 0.805], [3.524, -0.468, 0.649], [1.951, -0.786, 1.614], [2.473, -0.432, -1.313], [0.967, -1.199, -0.828], [1.252, 0.296, -0.292], [-1.189, 0.314, -0.237], [-2.715, 0.137, -0.216], [-0.830, 1.759, 0.148], [0.102, 2.378, -0.409], [-1.464, 2.145, 1.164], [-0.810, -0.454, 0.507], [-0.931, -0.166, -1.192], [-3.131, 0.585, -1.114], [-3.292, 0.746, 0.528], [-3.020, -0.907, -0.095]],
  "e_homo_ev": -3.9,
  "charge": -1,
  "fmax_ev_per_a": 2.66,
  "total_energy_ha": -347.60774,
  "orbital_gap_ev": 7.818,
  "de_lowest_ev": 1.1407
}


# 5
{
  "formula": "C30H30N7O4SSr",
  "method": "the ωB97M-V functional and the def2-TZVPD basis",
  "symbols": ["Sr", "C", "C", "O", "C", "C", "C", "N", "N", "C", "O", "C", "C", "C", "C", "C", "C", "H", "H", "H", "H", "H", "H", "H", "H", "H", "H", "H", "H", "C", "O", "C", "C", "C", "C", "C", "C", "N", "N", "C", "C", "C", "C", "O", "C", "N", "C", "C", "C", "C", "H", "H", "H", "H", "H", "H", "H", "H", "H", "H", "H", "H", "C", "N", "C", "N", "S", "H", "H", "H", "H", "H", "H"],
  "xyz": [[2.332, 0.294, 2.211], [5.494, 1.828, -0.789], [4.361, 1.961, 0.222], [4.353, 1.094, 1.164], [3.476, 3.006, 0.033], [2.347, 3.393, 0.831], [1.630, 4.664, 0.447], [1.942, 2.690, 1.841], [0.815, 3.155, 2.516], [0.557, 2.447, 3.584], [1.214, 1.457, 4.076], [-0.704, 2.840, 4.312], [-1.021, 2.204, 5.508], [-2.191, 2.516, 6.189], [-3.063, 3.467, 5.677], [-2.752, 4.106, 4.482], [-1.583, 3.796, 3.805], [6.043, 0.907, -0.592], [6.186, 2.669, -0.712], [5.110, 1.806, -1.810], [3.672, 3.638, -0.826], [2.138, 5.164, -0.376], [1.567, 5.333, 1.305], [0.602, 4.438, 0.157], [-0.329, 1.463, 5.885], [-2.423, 2.013, 7.121], [-3.978, 3.710, 6.204], [-3.430, 4.847, 4.074], [-1.328, 4.277, 2.871], [-1.772, -5.067, -6.759], [-1.883, -5.048, -5.353], [-2.428, -3.929, -4.785], [-2.923, -2.849, -5.502], [-3.467, -1.765, -4.818], [-3.479, -1.732, -3.437], [-3.003, -2.833, -2.722], [-2.487, -3.922, -3.392], [-4.142, -0.639, -2.782], [-3.614, -0.012, -1.846], [-2.260, -0.193, -1.456], [-1.210, -0.272, -2.348], [0.115, -0.316, -1.923], [0.470, -0.285, -0.564], [1.680, -0.319, -0.159], [-0.641, -0.247, 0.385], [-0.334, -0.311, 1.705], [-1.293, -0.194, 2.593], [-2.642, -0.022, 2.242], [-2.984, -0.012, 0.919], [-1.976, -0.137, -0.065], [-1.296, -6.011, -7.013], [-1.153, -4.242, -7.123], [-2.753, -5.018, -7.240], [-2.905, -2.838, -6.582], [-3.876, -0.924, -5.365], [-3.030, -2.824, -1.641], [-2.111, -4.783, -2.854], [-1.412, -0.266, -3.411], [0.918, -0.319, -2.650], [-0.993, -0.207, 3.636], [-3.383, 0.104, 3.020], [-4.012, 0.105, 0.603], [4.828, -2.163, 0.501], [3.456, -2.522, 0.179], [2.547, -2.873, 1.097], [1.305, -3.147, 0.628], [2.867, -2.975, 2.752], [5.408, -2.207, -0.420], [5.229, -2.880, 1.213], [4.903, -1.152, 0.908], [3.070, -2.074, -0.643], [1.044, -2.746, -0.263], [0.583, -3.119, 1.329]],
  "e_homo_ev": -3.8,
  "charge": -1,
  "fmax_ev_per_a": 0.36,
  "total_energy_ha": -2274.54106,
  "orbital_gap_ev": 6.020,
  "de_lowest_ev": 0.0000
}